Record 1
A structure of composition C38H37N2O2PdS2Sb, computed with ωB97M-V with the def2-TZVPD basis set.

Geometry as XYZ:
```
83
Properties=species:S:1:pos:R:3
Sb -0.72630 -1.13156 -0.48387
Pd 1.69257 -0.45920 0.87443
S 3.31612 -0.28623 -2.26733
S 3.64151 2.67123 -2.03287
O 1.06465 1.35517 1.88550
O -0.25119 2.76719 3.54668
N 2.70134 1.10375 -0.09651
N 2.62983 2.34233 0.52670
C -2.46287 -2.16577 -2.91203
C -1.72347 -3.93891 -4.39518
C 3.53763 0.63558 -3.81420
C -0.28685 0.38182 -3.59125
C -1.76823 -0.21269 2.73851
C -1.26130 -2.29176 -2.19699
C -1.22390 1.84501 -0.18769
C 4.36052 1.86950 -3.49639
C 0.50036 3.80527 3.12222
C 0.46673 -2.90476 4.00070
C -3.88256 -3.64423 1.22117
C -4.05098 -3.22364 2.52871
C -2.34509 -1.80439 0.80831
C 2.36625 -1.71732 3.12261
C -0.31851 -3.23378 -2.59299
C 1.74861 2.36647 1.48061
C -0.53897 -4.05894 -3.68723
C -3.51317 -1.15119 -2.54438
C 1.23276 -3.37484 1.77525
C -1.15154 3.20372 -0.44964
C -0.64196 1.31725 -2.46363
C 2.27001 -2.42640 1.91238
C -0.99706 0.88791 -1.17443
C 3.15657 1.16042 -1.28733
C 1.46444 -1.96088 4.15655
C -2.49413 -1.39575 2.15090
C 1.48858 3.67424 2.13624
C 1.96939 6.04189 2.32610
C -2.66951 -3.00126 -4.00629
C 3.02165 -1.99088 0.74674
C -0.82845 3.62900 -1.72745
C -3.02886 -2.94191 0.38121
C 0.98456 6.15747 3.30525
C -3.35404 -2.11306 2.97974
C 0.35337 -3.61897 2.80671
C 0.25672 5.05331 3.69804
C -0.57592 2.68786 -2.71316
C 2.20694 4.81007 1.75317
H 2.54005 6.90700 2.01594
H -0.75232 4.68472 -1.95374
H 4.32912 2.58722 -4.31581
H -1.14166 -0.19416 -3.94479
H 2.55947 0.90914 -4.20936
H -0.70224 -0.22204 2.49654
H -3.47179 -1.79114 4.00823
H -1.32161 3.91570 0.34827
H -1.42508 1.53873 0.82694
H 0.09688 0.95369 -4.43719
H 0.47919 -0.33717 -3.29312
H -0.51448 5.12287 4.45424
H -3.59097 -2.90817 -4.57015
H -0.44324 -4.34034 2.67985
H -0.30043 3.01945 -3.70823
H 2.98767 -2.62244 -0.13334
H -4.31843 -1.14925 -3.27866
H 1.13145 -3.90157 0.83289
H -3.94781 -1.36332 -1.56655
H -2.19363 0.71946 2.36696
H -3.09791 -0.14379 -2.48805
H -2.89253 -3.31247 -0.62815
H 3.99049 -1.53457 0.93010
H -4.40240 -4.51886 0.85079
H -1.85630 -0.19174 3.82480
H 5.39834 1.60512 -3.29669
H 4.04010 -0.02361 -4.52116
H 2.96046 4.69381 0.98596
H 1.54911 -1.40153 5.07908
H -1.91536 -4.57196 -5.25229
H 0.06738 1.98334 3.04085
H 0.78375 7.11791 3.76361
H -4.70970 -3.76106 3.19930
H 3.16209 -0.99344 3.25197
H 0.20842 -4.78515 -3.98025
H -0.23747 -3.08650 4.80293
H 0.61514 -3.32199 -2.04527
```

The LUMO energy is -0.321 eV. The HOMO-LUMO gap comes out at 7.12 eV. As for the energy above the lowest of the compared OMol25 structures with the same formula, charge and spin: 0.0 kJ/mol.

Atomic partial charges in e from the Mulliken method, atoms 1 to 6:
1. Sb 2.174
2. Pd -0.285
3. S -0.133
4. S -0.001
5. O -0.560
6. O -0.745

=====

Record 2
A cluster of 2 separate species, C38H38BNO4 in total, computed with ωB97M-V with the def2-TZVPD basis set.

Geometry as XYZ:
```
82
Properties=species:S:1:pos:R:3
O 1.12155 -0.40509 4.27690
O -2.96129 0.59327 2.52374
O -3.01219 -2.20000 3.27188
O 1.31658 -1.75567 1.87132
N -1.36569 2.57141 -2.00711
C -1.89650 2.63520 -3.36424
C -0.76169 3.18500 0.08855
C -5.01973 1.76956 2.04457
C -2.02244 -0.19600 1.89571
C 1.92007 1.69090 1.06900
C -3.88831 0.98396 1.59047
C 1.90377 -2.88927 1.39136
C -1.97128 -1.33269 5.05117
C 3.88615 1.56509 2.51327
C -2.11885 4.82304 -1.16698
C 2.68930 0.21192 6.00412
C -1.52070 3.57353 -1.04322
C -3.65352 -2.67329 4.38962
C -3.03342 -2.16656 5.49689
C 1.66928 0.58508 5.05364
C 0.01987 -2.03007 2.25573
C 0.64070 1.14516 0.68458
C 0.02393 1.49748 3.82303
C -4.75627 -3.60785 4.26246
C 1.05385 -3.94758 1.61202
C -0.25260 0.37511 -2.33759
C 2.85346 0.94107 1.84109
C -0.19239 1.86878 -0.18691
C -0.13809 -3.38846 2.16761
C 3.45640 3.59462 1.29562
C -2.37051 -0.30785 0.57373
C -1.24978 5.33205 1.04865
C 1.05468 1.79088 4.77489
C 3.13371 -2.70474 0.65519
C 2.33877 3.01029 0.72399
C -1.95946 -1.41135 3.68521
C 4.19958 2.90828 2.26624
C 5.34581 3.55507 2.97104
C 0.08580 0.15654 3.53351
C -0.59824 4.09126 1.13094
C -0.61556 1.55014 -1.52278
C -2.00212 5.69978 -0.07702
C -3.53426 0.49625 0.35619
B -0.82093 -0.80879 2.70051
H -5.58015 -3.21430 3.65733
H -0.67573 2.21813 3.39660
H 4.49723 1.01283 3.23736
H -2.41549 3.58746 -3.50586
H 5.01049 4.39520 3.59158
H -1.01956 -0.41407 -2.38945
H 0.62433 -0.05000 -1.84466
H 3.45273 -0.44707 5.57649
H -2.63887 5.08863 -2.08934
H 2.96456 -2.10575 -0.25364
H -3.30233 -2.35846 6.52081
H -2.59870 1.80630 -3.53841
H -4.04127 0.69839 -0.58325
H 3.75086 4.60045 1.00155
H 3.89524 -2.19200 1.25388
H 1.73746 3.60031 0.03474
H -4.42703 -4.56306 3.83584
H 0.44732 0.08763 0.84654
H -5.69930 1.18774 2.68719
H 2.72526 -0.12963 1.94720
H 0.06168 3.83539 1.95803
H 3.17744 1.12450 6.35917
H -1.02455 -3.94173 2.45109
H -5.58136 2.06295 1.15116
H 5.83409 2.81420 3.61349
H -4.70496 2.68380 2.56769
H 6.08728 3.93180 2.25553
H -1.08301 2.57215 -4.09756
H 1.21438 -4.99274 1.37298
H -1.13657 6.03966 1.86499
H 2.25522 -0.27372 6.89020
H 3.51708 -3.68246 0.34941
H -1.83282 -0.87792 -0.18576
H 1.31068 2.75801 5.19564
H -5.13487 -3.80779 5.27230
H -2.47471 6.67983 -0.11806
H -1.28062 -0.76004 5.67172
H 0.01343 0.65730 -3.36337
```

The LUMO energy is -2.188 eV. The HOMO-LUMO gap comes out at 3.86 eV. As for the energy above the lowest of the compared OMol25 structures with the same formula, charge and spin: 0.0 kJ/mol.

Atomic partial charges in e from the Mulliken method, atoms 1 to 6:
1. O -0.469
2. O -0.725
3. O -0.531
4. O 0.283
5. N 0.420
6. C -0.990

=====

Record 3
A structure of composition C38H38F4GeN5O4Pd, computed with ωB97M-V with the def2-TZVPD basis set.

Geometry as XYZ:
```
91
Properties=species:S:1:pos:R:3
Pd 0.86982 -0.77740 -0.26554
Ge -1.22824 1.12761 -2.18915
F -4.33672 -0.93912 2.05828
F -2.45707 -1.60089 0.27788
F -1.83058 -2.97026 5.47851
F 0.07485 -3.61151 3.76597
O 1.18658 3.26330 4.40600
O 1.72419 -1.24382 2.98765
O -0.02557 1.94954 0.20218
O 3.65624 2.38410 -0.97324
N -0.11139 -2.69797 0.99748
N 2.33815 -2.65244 -0.56237
N 2.48545 0.31891 -1.22113
N 0.64958 2.57595 2.32623
N 1.02445 0.36226 1.55533
C -1.96699 -2.60512 4.19535
C 3.97385 1.53088 2.72814
C 0.95003 -3.65435 1.20610
C -0.40687 0.41353 5.11407
C -0.91765 -1.61343 -3.08469
C -3.09792 -1.91183 3.80635
C -1.04629 -2.53079 1.94046
C -4.13828 4.00363 -3.33779
C -0.96889 -2.92948 3.30480
C -2.66461 -3.17550 -3.61585
C -0.60543 0.75931 -0.39785
C -3.20289 -0.90443 -3.02750
C 3.25993 1.11620 4.01025
C -1.31404 -2.88917 -3.45933
C -3.61031 2.45214 -1.10460
C -2.24373 -1.86525 1.56045
C 1.68842 -3.87181 -0.09838
C -2.76418 2.35764 -2.20859
C -3.60805 -2.18120 -3.40135
C 3.51314 -2.32442 0.25276
C 1.11617 1.94343 -5.60963
C 3.05452 1.35477 -1.08271
C 2.03370 2.87571 -5.14700
C -4.70729 3.30412 -1.11247
C -3.22425 -1.56227 2.47418
C -1.85419 -0.60236 -2.86077
C 1.46605 -0.04624 2.74203
C 0.16185 1.42287 -4.74391
C -3.04306 3.14980 -3.32189
C 1.16654 2.37482 3.56021
C 0.11089 1.82946 -3.41171
C 2.73238 -2.77772 -1.96300
C 0.78938 1.67183 1.26392
C 1.73080 0.98670 3.84970
C 1.03304 2.77407 -2.96358
C -4.97378 4.08056 -2.23172
C 1.11479 0.48127 5.16365
C 1.99267 3.29008 -3.82239
H -3.40294 1.85823 -0.22039
H 2.72599 3.98949 -3.44272
H 3.44675 1.84258 4.80479
H -3.86549 -1.65957 4.52339
H 3.50722 -3.54975 -2.09252
H 2.42530 -4.68162 0.02594
H 1.43375 1.14494 5.96951
H -3.94939 -0.13581 -2.85777
H -0.73815 -0.14243 4.23312
H 5.05058 1.60596 2.89013
H 3.95264 -1.40831 -0.13687
H 1.61376 -3.24700 1.97520
H -5.35084 3.36667 -0.24307
H -0.84240 1.41320 5.06039
H 2.78837 3.27178 -5.81616
H -4.33703 4.61450 -4.21046
H -1.45739 0.46051 0.22071
H 0.97066 -4.18437 -0.86097
H 3.62638 2.50115 2.36722
H 3.62703 0.14408 4.34822
H 4.24974 -3.14193 0.21179
H -5.82602 4.74940 -2.23950
H 1.03052 3.08409 -1.92541
H -0.81044 -0.08395 5.99853
H -0.54367 0.68430 -5.10977
H 3.21768 -2.14214 1.28570
H 3.80480 0.81104 1.92419
H -2.97956 -4.17152 -3.90329
H -0.57237 -3.66150 -3.62997
H 3.10951 -1.81566 -2.30584
H 0.55670 -4.60578 1.57684
H 1.86558 -3.05665 -2.56356
H 0.14006 -1.39307 -2.96710
H 1.52939 -0.51149 5.34386
H -2.38728 3.10708 -4.18553
H 1.14902 1.61328 -6.64148
H -4.66242 -2.40066 -3.52112
H 0.35481 3.51524 2.10419
```

As for the total charge: -1. The LUMO energy (spin up / spin down) is 2.470 / 0.289 eV. The spin multiplicity is 5. Its expectation value of S² is 6.06. The HOMO-LUMO gap (spin up / spin down) comes out at 5.07 / 5.98 eV. As for the energy above the lowest of the compared OMol25 structures with the same formula, charge and spin: 49.9 kJ/mol.

Atomic partial charges in e from the Mulliken method, atoms 1 to 6:
1. Pd 0.397
2. Ge 1.945
3. F -0.341
4. F -0.281
5. F -0.393
6. F -0.391

=====

Record 4
A structure of composition C38H38F5N3O3Si2V, computed with ωB97M-V with the def2-TZVPD basis set.

Geometry as XYZ:
```
90
Properties=species:S:1:pos:R:3
V -0.96131 -0.07622 -0.53466
Si -2.65844 1.84589 -0.25362
Si -2.95247 -1.77505 -0.29216
F -0.17182 2.69566 -4.59915
F -1.78282 -2.33279 -3.44808
F -1.66772 -1.54657 -5.95956
F -0.35413 1.88817 -2.03243
F -0.86336 0.95238 -6.59807
O 5.35316 0.25460 0.15841
O 2.29585 1.61101 -1.24841
O 1.15607 -0.12066 4.35683
N 0.92523 -0.51314 -0.36338
N 3.04132 -0.90396 0.53555
N 1.26091 -0.38534 1.90348
C -1.02064 0.61378 -5.33072
C -1.24845 0.09106 4.45029
C -4.24935 0.85746 -0.02911
C 6.01892 -1.24968 3.44938
C 4.00668 -1.03812 1.56058
C -1.56564 -1.02791 -3.65884
C -0.07341 -0.05919 3.76389
C -2.40847 -0.00813 2.34985
C -6.63921 1.04686 0.36882
C 3.80821 -1.79553 2.70080
C 2.63963 -0.55855 -4.19569
C -2.95594 2.91206 -1.77199
C -6.75184 -0.33222 0.36612
C -1.35730 -0.14797 -2.60568
C 1.21948 -0.00996 5.77174
C -0.68453 1.50041 -4.32008
C -1.44573 -0.66213 -4.99347
C -2.58830 -2.97888 1.10267
C 2.22438 0.58045 -2.11854
C -2.25897 3.04962 1.12125
C -3.55313 -2.91494 -1.64792
C 5.24310 -0.40991 1.33914
C 2.87872 2.82293 -1.70495
C -0.85157 1.07173 -3.02219
C 1.47287 -1.69834 -2.44886
C 6.59998 0.87219 -0.13146
C 4.81103 -1.88785 3.65732
C -5.39730 1.63010 0.16779
C 6.24717 -0.51996 2.28791
C 1.55617 -0.56423 -1.65695
C -5.62428 -1.11275 0.15703
C 2.01017 -1.70160 -3.72650
C -1.23232 -0.14578 1.56629
C -2.43161 0.10558 3.71458
C -4.36311 -0.54121 -0.03768
C -0.05779 -0.18481 2.34203
C 1.73803 -0.59905 0.68308
C 2.75843 0.57614 -3.40332
H 6.83406 1.64005 0.60807
H 6.48549 1.33071 -1.10919
H -3.07096 3.77713 1.18995
H 2.27519 -0.03211 6.02546
H 0.70776 -0.85187 6.24396
H -3.21657 2.33202 -2.65601
H -3.41166 -3.69566 1.15092
H 1.93661 -0.37959 2.65834
H -2.83503 -3.68450 -1.91879
H -3.37949 0.20638 4.22614
H -1.35691 3.60676 0.85837
H 2.32283 3.22145 -2.55625
H -3.82389 3.52938 -1.52450
H -5.33101 2.71231 0.17523
H 3.40823 -0.83131 -0.40152
H 3.26123 1.44881 -3.79384
H 2.88059 -2.33481 2.84089
H 1.93182 -2.58134 -4.34872
H 0.94921 -2.56503 -2.06266
H 6.80664 -1.32654 4.18561
H -2.11534 2.59285 2.09629
H 4.64960 -2.47728 4.54820
H -4.40493 -3.41813 -1.18128
H -3.36726 0.00576 1.86545
H 7.40208 0.13293 -0.16736
H -1.26393 0.18153 5.52565
H -7.71296 -0.80252 0.52486
H 3.05226 -0.54200 -5.19525
H -5.74462 -2.18922 0.15805
H 2.81417 3.51448 -0.86983
H 3.92578 2.67444 -1.97651
H 0.78086 0.93065 6.10783
H -7.51080 1.66724 0.52807
H -2.13360 3.58459 -2.00613
H -2.43530 -2.54532 2.08501
H 7.20237 -0.04176 2.13380
H -1.69471 -3.54838 0.83332
H -3.91239 -2.41776 -2.54302
```

As for the total charge: +1. The LUMO energy (spin up / spin down) is -3.550 / -3.547 eV. The HOMO-LUMO gap (spin up / spin down) comes out at 7.23 / 7.23 eV. As for the energy above the lowest of the compared OMol25 structures with the same formula, charge and spin: 119.8 kJ/mol.

Atomic partial charges in e from the Mulliken method, atoms 1 to 6:
1. V -1.067
2. Si 1.676
3. Si 1.523
4. F -0.392
5. F -0.466
6. F -0.328